2 unconnected molecules or ions with the total composition C3H7NO2S. Source: OMol25; level of theory: ωB97M-V with the def2-TZVPD basis set.

The frontier orbital gap (alpha / beta) comes out at 8.4 / 7.5 eV. As for the net charge: 0. The calculation puts the LUMO energy (alpha / beta) at -1.40 / -1.67 eV. The calculation puts the energy relative to the best compared isomer or geometry (same formula, charge and spin) at 4.284 eV. The total energy is -721.80521 Ha.

Each line ends with the Mulliken charge.
Positions of all 14 atoms, in Å:
C 1.88 0.55 0.58  0.2587
C 1.14 -0.60 -1.37  -0.5974
C -2.07 -0.05 1.17  -0.9778
N 0.97 -0.25 0.01  -0.3245
O 3.03 0.61 0.17  -0.5297
O -1.66 0.92 -1.32  -0.4819
S -1.17 1.12 0.06  0.5191
H 1.41 0.87 1.56  0.2310
H 2.00 -0.08 -1.84  0.3201
H 1.13 -1.74 -1.49  0.2307
H 0.17 -0.30 -1.80  0.2428
H -3.05 0.22 1.54  0.3719
H -1.62 -0.31 2.05  0.3974
H -2.16 -0.98 0.71  0.3395